Density functional theory data (ωB97M-V with the def2-TZVPD basis set) for a structure of composition C10H6CaN2O5.

The geometry in ORCA input format:
```
! RIJCOSX wB97M-V def2-TZVPD def2/J DEFGRID3
* xyz 2 1
O -0.002 3.641 -0.031
C 0.012 2.504 -0.045
Ca 0.000 -0.010 0.315
O 0.000 0.000 -3.414
C 0.000 0.000 -2.284
C -0.012 -2.505 -0.048
O 0.002 -3.636 -0.033
C -2.492 0.000 -0.029
O -3.644 0.003 -0.045
C 2.492 0.001 -0.029
O 3.644 -0.002 -0.044
N 0.001 0.001 6.619
C 0.001 0.001 5.256
C 0.478 -1.165 4.574
C 0.458 -1.115 3.196
N 0.001 0.001 2.590
C -0.458 1.118 3.196
C -0.477 1.167 4.575
H 0.331 -0.813 7.108
H -0.329 0.817 7.108
H 0.842 -2.059 5.096
H 0.800 -1.943 2.530
H -0.800 1.946 2.529
H -0.841 2.062 5.096
*
```

The calculation puts the energy above the lowest of the compared OMol25 structures with the same formula, charge and spin at 3.20 kJ/mol. The calculation puts the HOMO energy at -15.08 eV. The calculation puts the total energy at -42108.82580 eV. The calculation puts the orbital gap at 6.85 eV. The value obtained for the LUMO energy is -8.223 eV. The strongest force on any atom comes out at 5.459 eV/A.

Density functional theory data (ωB97M-V with the def2-TZVPD basis set) for a structure of composition C10H6Cl2LuN2O3Rh.

The geometry in ORCA input format:
```
! RIJCOSX wB97M-V def2-TZVPD def2/J DEFGRID3
* xyz 4 5
Rh -0.284 -1.056 -6.910
Lu -0.706 -0.709 -0.821
Cl -0.961 0.794 -5.590
Cl 1.158 -1.529 -1.953
C -1.154 -2.287 0.837
C -0.741 -0.156 -8.446
C 0.198 -2.554 -7.817
O -1.317 -2.715 1.903
O -1.050 0.465 -9.384
O 0.481 -3.523 -8.401
N -0.638 2.173 1.887
C -0.761 1.400 0.808
N -0.194 0.183 1.080
C 0.228 0.185 2.437
C 0.901 -0.753 3.239
C 1.269 -0.355 4.537
C 1.009 0.945 5.015
C 0.358 1.886 4.195
C -0.031 1.461 2.927
H -0.876 3.162 1.957
H -1.299 1.704 -0.118
H 1.116 -1.753 2.851
H 1.783 -1.079 5.197
H 1.324 1.200 6.033
H 0.187 2.910 4.537
*
```

The calculation puts the energy above the lowest of the compared OMol25 structures with the same formula, charge and spin at 0.00 kJ/mol. The calculation puts the HOMO energy (spin up / spin down) at -19.53 / -22.32 eV. The calculation puts the total energy at -81215.77559 eV. The calculation puts the orbital gap (spin up / spin down) at 5.12 / 5.38 eV. The value obtained for the LUMO energy (spin up / spin down) is -14.406 / -16.947 eV. The strongest force on any atom comes out at 10.300 eV/A.

> Among the records above, which one has the lowest strongest force on any atom?

C10H6CaN2O5